Computed, not measured: C6H10O in the gas phase, with ωB97M-V with the def2-TZVPD basis set.

Total energy ... -309.7668 Ha
Relative energy (zero: lowest compared OMol25 entry of this formula, charge and spin) ... 2.055 eV
Structure (SMILES) ... C[C@H]1CC=CCO1
LUMO level ... 1.07 eV
HOMO-LUMO gap ... 10.26 eV
Charge ... 0
E_HOMO ... -9.19 eV

The geometry in XYZ format:
```
17
Properties=species:S:1:pos:R:3:lowdin_charge:R:1
C 1.993 0.447 0.720 -0.053
C 0.507 0.685 0.722 -0.247
C -0.096 1.238 -0.562 -0.149
C -1.294 0.448 -1.017 -0.099
C -1.571 -0.816 -0.713 -0.089
C -0.756 -1.651 0.213 -0.234
O 0.120 -0.859 0.983 -0.197
H 2.535 0.697 1.637 0.076
H 2.540 0.748 -0.181 0.075
H 1.693 -0.645 0.712 0.094
H 0.103 1.160 1.619 0.138
H 0.651 1.242 -1.371 0.117
H -0.384 2.293 -0.437 0.120
H -1.961 0.966 -1.695 0.098
H -2.443 -1.292 -1.150 0.103
H -1.419 -2.224 0.886 0.120
H -0.218 -2.436 -0.367 0.127
```